# 1
Molecular formula: C7H9NO
Method: DFT, ωB97M-V with the def2-TZVPD basis set

Results
Total energy: -10939.14909 eV
Frontier orbital gap: 8.7 eV
Highest occupied orbital energy: -8.055 eV
LUMO level: 0.02213 hartree
Strongest force on any atom: 6.53 eV/Å

Last column: natural (NBO) charge in e.
Cartesian coordinates (Å):
C -0.47044 -1.32199 1.18386  -0.18
C -0.19993 -1.90943 -0.01919  -0.25
C -1.45842 0.55063 -0.00146  0.68
C -0.38379 0.13308 1.05105  -0.43
C -0.06065 -0.92849 -1.08894  -0.04
C 0.98339 0.29045 0.36442  -0.05
C 1.44759 1.59539 -0.12507  -0.68
N -1.11054 -0.00319 -1.13672  -0.64
O -2.35519 1.26976 0.24146  -0.58
H -0.86863 -1.82041 2.08141  0.23
H -0.28879 -3.00857 -0.26847  0.22
H -0.57734 0.79840 1.97090  0.24
H 0.47797 -1.17700 -1.90428  0.21
H 1.74904 -0.29929 0.71187  0.18
H 1.56913 2.49024 0.58543  0.23
H 0.61945 1.81674 -0.81928  0.22
H 2.35865 1.40610 -0.66385  0.22
H -1.43148 0.11757 -2.16315  0.43

# 2
Molecular formula: C7H9NO2
Method: DFT, ωB97M-V with the def2-TZVPD basis set

Results
Total energy: -12983.87426 eV
Frontier orbital gap: 9.3 eV
Highest occupied orbital energy: -8.660 eV
LUMO level: 0.02179 hartree
Strongest force on any atom: 3.66 eV/Å

Last column: natural (NBO) charge in e.
Cartesian coordinates (Å):
C 0.96587 -1.96979 0.70430  -0.69
C 1.34149 -0.75571 0.02226  0.16
N 2.30301 0.02475 -0.19985  0.19
O 3.46558 0.43562 -0.05341  -0.48
C 1.00629 0.39442 -0.78149  -0.12
C 0.46079 1.73451 -0.31504  -0.22
C -0.74213 1.77035 0.26402  -0.21
C -1.56938 0.55869 0.70145  -0.38
C -2.29404 -0.22174 -0.06630  0.17
O -2.38901 -0.19542 -1.38057  -0.66
H -0.09319 -2.21338 0.68419  0.25
H 1.51097 -2.04795 1.68962  0.25
H 1.30355 -2.94501 0.19360  0.24
H 0.90922 0.32921 -1.93236  0.17
H 1.23525 2.38397 -0.58123  0.23
H -1.15718 2.69439 0.61727  0.21
H -1.53679 0.49221 1.79405  0.23
H -2.86852 -1.02489 0.38710  0.18
H -1.85178 0.55577 -1.74760  0.49

# 3
Molecular formula: C7H9NO2
Method: DFT, ωB97M-V with the def2-TZVPD basis set

Results
Total energy: -12987.53677 eV
Frontier orbital gap: 10.4 eV
Highest occupied orbital energy: -9.743 eV
LUMO level: 0.02337 hartree
Strongest force on any atom: 5.04 eV/Å

Last column: natural (NBO) charge in e.
Cartesian coordinates (Å):
C 1.39932 0.43630 -0.38313  -0.21
C 0.73327 1.58681 -0.55132  -0.28
C 0.15440 2.22484 0.57102  0.05
N -0.01850 1.58992 1.75950  -0.40
C 0.54480 0.41020 1.84016  0.04
C 1.18386 -0.21124 0.78865  -0.27
H 1.96306 -0.11937 -1.22932  0.24
H 0.84081 2.05379 -1.55039  0.24
H -0.17621 3.24678 0.46461  0.20
H 0.49827 -0.13055 2.74696  0.20
H 1.48581 -1.24536 1.04557  0.23
C -1.21279 -0.47960 -0.11705  -0.74
C -1.03240 -1.77785 -0.80181  0.77
O -1.57937 -2.73902 -0.31492  -0.62
O -0.40430 -1.78754 -1.91259  -0.66
H -1.69928 -0.59085 0.82536  0.24
H -0.30455 0.16661 -0.18197  0.25
H -2.08990 0.01156 -0.84613  0.22
H -0.28631 -2.64541 -2.15319  0.49

# 4
Molecular formula: C7H9NO2
Method: DFT, ωB97M-V with the def2-TZVPD basis set

Results
Total energy: -12986.78512 eV
Frontier orbital gap: 8.9 eV
Highest occupied orbital energy: -8.548 eV
LUMO level: 0.01116 hartree
Strongest force on any atom: 3.79 eV/Å

Last column: natural (NBO) charge in e.
Cartesian coordinates (Å):
C -1.25873 1.75665 -0.81079  -0.65
C -0.07698 1.14876 0.01422  0.02
C -0.22453 0.50216 1.18159  -0.22
C -1.26704 -0.54603 1.26075  -0.26
N -0.68794 -1.39341 0.23873  -0.62
C 0.70377 -1.55609 -0.13693  0.63
O 1.11585 -2.67476 -0.44161  -0.60
C 1.57439 -0.33149 -0.36880  0.25
O 2.81861 -0.67492 -0.59034  -0.66
C 1.22493 0.97648 -0.68213  -0.30
H -2.16231 1.04587 -0.84987  0.22
H -0.81608 1.87107 -1.72828  0.21
H -1.45928 2.73235 -0.30031  0.23
H 0.61419 0.21608 1.87826  0.20
H -1.45070 -0.93052 2.26681  0.20
H -2.14282 0.00803 0.94153  0.20
H -1.18178 -2.25333 0.08783  0.39
H 2.87025 -1.68695 -0.73011  0.50
H 1.80619 1.79007 -1.23054  0.24

# 5
Molecular formula: C7H9NO2S
Method: DFT, ωB97M-V with the def2-TZVPD basis set

Results
Total energy: -23820.17702 eV
Frontier orbital gap: 9.5 eV
Highest occupied orbital energy: -8.873 eV
LUMO level: 0.02274 hartree
Strongest force on any atom: 4.02 eV/Å

Last column: natural (NBO) charge in e.
Cartesian coordinates (Å):
C 1.15751 -0.70117 -1.52083  -0.22
C 0.82813 -1.07864 -0.26831  -0.21
C 1.34714 -0.38113 0.83803  -0.20
C 2.29050 0.61586 0.67427  -0.23
C 2.68237 1.01475 -0.59944  -0.20
C 1.94986 0.38939 -1.68867  -0.21
H 0.66029 -1.27915 -2.32102  0.22
H 0.00555 -1.65455 -0.13634  0.21
H 0.91570 -0.56971 1.81494  0.21
H 2.73651 1.20818 1.47929  0.21
H 3.44280 1.72655 -0.74849  0.21
H 2.22959 0.57636 -2.71645  0.21
C -1.52809 1.09516 1.38688  -0.08
N -1.94664 1.14335 0.19085  -0.63
S -2.47256 0.15955 -0.88306  0.80
O -2.84186 -1.39157 -0.24312  -0.44
O -3.97499 -1.30532 0.57903  -0.45
H -1.19318 1.95495 1.98255  0.18
H -1.62610 0.21188 2.06644  0.16
H -4.66254 -1.73473 0.11344  0.46

# 6
Molecular formula: C7H9NO2S2
Method: DFT, ωB97M-V with the def2-TZVPD basis set

Results
Total energy: -34659.16640 eV
Frontier orbital gap: 9.2 eV
Highest occupied orbital energy: -8.739 eV
LUMO level: 0.01791 hartree
Strongest force on any atom: 4.98 eV/Å

Last column: natural (NBO) charge in e.
Cartesian coordinates (Å):
N -0.89009 -0.19478 -1.51552  -0.85
C -0.85865 -1.09800 -0.44741  -0.14
C -0.98711 -2.59831 -1.00197  0.78
O -0.63061 -3.55162 -0.39323  -0.57
O -1.50037 -2.64248 -2.22851  -0.67
C 0.51741 -0.71330 0.55054  -0.36
S 0.50727 -1.61387 2.15342  -0.01
C 0.74003 0.69826 0.66517  -0.22
C 0.34289 1.59494 1.57221  -0.25
C 0.69780 2.91447 1.29661  -0.25
C 1.48599 3.04611 0.16638  -0.37
S 1.63132 1.46736 -0.64348  0.38
H -0.05164 -0.11288 -2.15064  0.38
H -1.11146 0.66660 -1.24673  0.37
H -1.83569 -1.00489 0.15177  0.22
H -1.96027 -1.80375 -2.33474  0.50
H 1.26902 -1.16478 -0.21867  0.23
H 0.73477 -2.71970 1.52265  0.15
H -0.35689 1.38366 2.38973  0.23
H 0.37286 3.57746 2.04512  0.23
H 1.88343 3.86952 -0.33270  0.23